{
  "formula": "C29H55BF5N2O9S",
  "method": "the ωB97M-V functional and the def2-TZVPD basis",
  "homo_lumo_gap_ev": 10.31,
  "charge": 1,
  "species": ["C", "C", "C", "C", "C", "C", "C", "C", "C", "C", "C", "N", "C", "C", "C", "C", "F", "F", "C", "F", "F", "F", "C", "C", "C", "C", "O", "N", "C", "C", "C", "C", "C", "S", "O", "O", "O", "C", "B", "O", "O", "H", "H", "H", "H", "H", "H", "H", "H", "H", "H", "H", "H", "H", "H", "H", "H", "H", "H", "H", "H", "H", "H", "H", "H", "H", "H", "H", "H", "H", "H", "H", "H", "H", "H", "H", "H", "H", "H", "H", "H", "H", "H", "H", "H", "H", "H", "H", "H", "H", "C", "O", "C", "O", "O", "C", "H", "H", "H", "H", "H", "H"],
  "xyz": [[6.5088, -1.7126, 0.7383], [6.2330, -1.5812, -0.7654], [6.6705, -0.2338, -1.3317], [6.1245, 0.1128, -2.7221], [4.6194, -0.0436, -2.9480], [3.7453, 0.9695, -2.1980], [3.4270, 0.6094, -0.7466], [2.4041, -0.5325, -0.5823], [1.4977, -0.3816, 0.6497], [0.0485, 0.0509, 0.3849], [-0.1116, 1.4896, -0.1405], [-0.9488, 1.5394, -1.4094], [-0.3665, 0.7571, -2.5634], [-0.8295, -0.6863, -2.7229], [-2.3382, -0.8590, -2.5857], [-2.8588, -2.2770, -2.7089], [-2.8807, -2.6870, -3.9904], [-4.1342, -2.2890, -2.2448], [-2.0931, -3.3309, -1.8722], [-0.9274, -3.6390, -2.4456], [-1.8332, -2.8075, -0.6563], [-2.8025, -4.4324, -1.7269], [-1.1410, 2.9609, -1.8872], [-1.5501, 3.9410, -0.7955], [-1.4316, 5.3587, -1.3800], [-2.5537, 5.6225, -2.3445], [-2.4285, 5.5426, -3.5326], [-0.7113, 3.8345, 0.3870], [-0.6743, 2.4485, 0.9319], [-2.1212, 2.0889, 1.3531], [-2.3417, 1.2050, 2.6023], [-3.3755, 0.0932, 2.3518], [-4.8045, 0.6555, 2.2651], [-5.5947, 0.7181, 0.6663], [-5.3423, 1.9944, 0.0457], [-6.9287, 0.2414, 0.8088], [-4.7551, -0.3461, -0.1945], [0.3173, 2.5465, 2.0957], [0.0059, 3.8009, 3.0149], [0.9186, 4.8268, 3.0345], [-1.1268, 3.8360, 3.7997], [5.8395, -2.4486, 1.1862], [6.3358, -0.7647, 1.2540], [7.5352, -2.0172, 0.9380], [5.1743, -1.7761, -0.9444], [6.7868, -2.3682, -1.2842], [6.4221, 0.5724, -0.6331], [7.7624, -0.2308, -1.3915], [6.4034, 1.1425, -2.9626], [6.6319, -0.5152, -3.4607], [4.2861, -1.0642, -2.7397], [4.4476, 0.1004, -4.0187], [4.2568, 1.9374, -2.2144], [2.8095, 1.1172, -2.7503], [4.3365, 0.3253, -0.2176], [3.0644, 1.5071, -0.2313], [1.8254, -0.6770, -1.4982], [2.9651, -1.4597, -0.4481], [1.4370, -1.3215, 1.2015], [1.9518, 0.3341, 1.3399], [-0.4388, -0.6784, -0.2592], [-0.4790, -0.0184, 1.3363], [0.8702, 1.8751, -0.4336], [-1.8771, 1.1939, -1.1627], [0.7137, 0.8099, -2.4512], [-0.6293, 1.3105, -3.4643], [-0.5364, -0.9774, -3.7355], [-0.2752, -1.3511, -2.0665], [-2.8587, -0.2592, -3.3371], [-2.6839, -0.5365, -1.5977], [-1.8903, 2.9339, -2.6800], [-0.1941, 3.2607, -2.3411], [-2.6025, 3.7889, -0.5395], [-1.4814, 6.0562, -0.5401], [-0.4642, 5.5017, -1.8665], [-3.5366, 5.8448, -1.8921], [0.2402, 4.0613, 0.0949], [-2.6148, 3.0459, 1.5234], [-2.6780, 1.6338, 0.5250], [-2.7371, 1.8425, 3.3903], [-1.4263, 0.7380, 2.9554], [-3.1043, -0.4566, 1.4492], [-3.3116, -0.6269, 3.1673], [-4.7947, 1.7043, 2.5616], [-5.4946, 0.0878, 2.8832], [-4.7821, -0.0104, -1.1047], [0.3953, 1.6161, 2.6584], [1.3141, 2.7196, 1.6719], [0.9023, 5.2935, 3.8785], [-1.5240, 4.7113, 3.8572], [-1.3355, -7.8577, 4.9605], [-1.0094, -7.6271, 3.5837], [-1.3089, -6.4136, 3.1419], [-1.8085, -5.5233, 3.7807], [-0.9590, -6.3352, 1.8540], [-1.2439, -5.0716, 1.2578], [-1.0344, -8.8796, 5.1662], [-0.7887, -7.1699, 5.6019], [-2.4049, -7.7427, 5.1229], [-0.7028, -4.2786, 1.7740], [-2.3124, -4.8653, 1.2854], [-0.8994, -5.1476, 0.2309]],
  "forces_ev_per_angstrom": [[-0.2, 0.0, -0.1], [0.3, -0.1, 0.2], [0.0, 0.2, -0.1], [0.1, -0.3, 0.0], [-0.2, 0.2, -0.2], [0.3, 0.0, 0.1], [-0.3, 0.1, 0.0], [0.4, -0.1, 0.3], [-0.2, 0.0, 0.0], [0.0, 0.0, 0.2], [0.3, -0.3, 0.3], [0.0, 0.5, 0.1], [-0.2, -0.1, -0.1], [0.1, -0.1, -0.3], [0.1, 0.2, 0.3], [-0.1, 0.0, 0.1], [0.1, 0.0, -0.1], [-0.1, 0.0, -0.1], [0.0, 0.1, -0.1], [0.0, 0.0, 0.0], [0.0, -0.1, 0.0], [0.0, 0.0, 0.1], [-0.1, 0.0, -0.1], [0.1, 0.4, -0.3], [0.2, 0.1, 0.4], [0.0, 0.0, 0.2], [0.0, -0.1, -0.4], [-0.1, -0.6, -0.3], [-0.2, 0.5, -0.1], [0.0, 0.0, 0.3], [-0.4, -0.2, -0.4], [0.4, 0.2, 0.0], [0.3, -0.3, -0.1], [-0.3, 0.3, 0.1], [0.1, -0.1, 0.0], [0.1, 0.1, -0.1], [0.1, 0.1, 0.0], [0.2, 0.0, -0.2], [0.0, 0.2, 0.2], [0.1, -0.4, 0.2], [-0.2, -0.2, -0.5], [0.1, -0.1, 0.0], [0.0, 0.0, 0.0], [0.0, 0.0, 0.0], [0.0, 0.1, -0.1], [-0.2, -0.1, -0.1], [-0.1, -0.1, 0.0], [0.0, 0.1, 0.0], [0.0, 0.0, 0.0], [0.0, 0.0, 0.0], [0.0, 0.0, 0.0], [0.0, 0.0, 0.0], [0.0, 0.0, 0.0], [0.0, 0.0, 0.0], [0.0, 0.1, 0.0], [-0.1, 0.0, 0.0], [-0.1, 0.0, 0.0], [-0.1, 0.0, -0.2], [0.0, 0.0, -0.1], [0.0, 0.0, 0.0], [0.0, 0.0, 0.0], [-0.1, 0.0, -0.1], [-0.1, 0.0, -0.2], [0.0, -0.2, -0.1], [0.0, 0.0, 0.0], [-0.1, 0.0, 0.1], [0.0, 0.0, 0.0], [-0.1, 0.0, 0.1], [-0.1, -0.1, 0.0], [0.1, 0.0, 0.0], [0.1, -0.1, 0.0], [0.1, 0.0, 0.1], [0.1, -0.2, 0.2], [-0.1, 0.0, 0.0], [-0.1, -0.1, -0.1], [-0.1, 0.1, 0.0], [0.0, 0.2, 0.2], [0.0, 0.0, 0.0], [0.1, 0.0, -0.1], [0.4, 0.0, 0.2], [0.0, 0.1, 0.1], [-0.1, -0.1, 0.0], [-0.2, 0.0, 0.0], [-0.3, 0.0, 0.1], [-0.1, 0.1, 0.0], [-0.1, -0.2, 0.0], [-0.1, 0.1, 0.1], [0.0, 0.0, 0.0], [-0.1, 0.3, -0.2], [0.2, 0.0, 0.4], [0.0, -0.1, 0.1], [0.0, 0.0, 0.0], [0.0, 0.0, 0.0], [0.0, 0.0, 0.0], [0.0, 0.0, 0.0], [0.1, 0.0, -0.1], [0.0, 0.0, 0.0], [0.0, 0.0, 0.0], [0.0, 0.0, 0.0], [-0.1, 0.0, 0.0], [0.0, 0.0, 0.0], [0.0, -0.1, 0.0]]
}

{
  "formula": "C23H12ClCo2NO8S",
  "method": "the ωB97M-V functional and the def2-TZVPD basis",
  "homo_lumo_gap_ev": 5.19,
  "charge": -2,
  "species": ["N", "C", "C", "C", "C", "C", "S", "C", "Cl", "O", "O", "C", "C", "H", "H", "H", "H", "H", "O", "C", "Co", "C", "O", "C", "O", "C", "C", "C", "C", "C", "C", "C", "C", "C", "Co", "C", "O", "C", "O", "C", "O", "H", "H", "H", "H", "H", "H", "H"],
  "xyz": [[-5.8016, 1.0716, 1.5611], [-4.6431, 0.9919, 1.4205], [-3.2171, 0.8937, 1.2520], [-2.5781, -0.3463, 1.3453], [-1.2022, -0.4496, 1.1346], [-0.4655, 0.7001, 0.8636], [1.3148, 0.5795, 0.5902], [2.0181, 0.1221, 2.1389], [3.6680, 0.5476, 2.2515], [1.4956, -0.5015, -0.3490], [1.7001, 1.9256, 0.2388], [-1.0814, 1.9498, 0.8171], [-2.4594, 2.0424, 1.0085], [-3.1674, -1.2376, 1.5637], [-0.7084, -1.4192, 1.1649], [1.4163, 0.5821, 2.9252], [-0.4948, 2.8419, 0.6110], [-2.9555, 3.0127, 0.9555], [0.5656, -1.7112, 3.6615], [1.6944, -1.9267, 3.4575], [3.2538, -2.7455, 3.3925], [2.9169, -3.9394, 2.1951], [2.6965, -4.7445, 1.3901], [4.5834, -2.1642, 2.3906], [5.4310, -2.0075, 1.6217], [3.4560, -3.9667, 4.9512], [2.3646, -4.8801, 5.3105], [1.0381, -4.4139, 5.4397], [-0.0271, -5.3016, 5.5709], [0.2128, -6.6727, 5.7307], [1.5336, -7.1395, 5.7703], [2.5942, -6.2506, 5.5572], [4.8550, -4.1823, 5.0624], [5.8448, -5.0358, 4.7863], [4.3971, -2.5569, 5.5222], [3.2065, -1.2079, 5.6902], [2.5151, -0.3398, 6.0220], [5.7744, -1.7402, 4.7230], [6.7220, -1.1732, 4.3878], [4.9549, -2.5330, 7.1978], [5.3643, -2.4956, 8.2807], [0.8437, -3.3429, 5.4120], [-1.0534, -4.9271, 5.5676], [-0.6227, -7.3735, 5.8436], [1.7378, -8.2004, 5.9552], [3.6212, -6.6089, 5.5680], [6.8732, -4.7486, 5.0398], [5.6591, -6.0010, 4.2988]],
  "forces_ev_per_angstrom": [[2.2, -0.1, -0.3], [-2.0, 0.1, 0.3], [0.4, 0.0, 0.1], [0.1, -0.3, -0.1], [-0.4, 0.1, 0.0], [0.0, -0.1, 0.4], [1.0, -0.5, 2.2], [-2.3, -0.1, -0.6], [1.0, 0.9, -0.1], [-0.1, 0.1, -0.9], [0.1, 0.9, -1.3], [-0.4, -0.1, 0.0], [0.1, 0.2, -0.2], [0.2, 0.2, -0.1], [0.0, 0.3, 0.1], [0.1, 0.2, -0.1], [0.0, -0.3, 0.1], [0.1, -0.3, 0.0], [0.8, -0.3, -0.1], [-2.2, 0.5, 0.4], [0.7, -0.8, -0.2], [-0.1, -1.1, -0.1], [0.1, 0.7, 0.5], [0.8, -0.1, -1.1], [-0.3, 0.0, 0.4], [-0.5, -2.5, -1.7], [-0.2, -0.1, 0.9], [-0.1, -0.3, -0.1], [0.3, -0.1, 0.2], [0.1, -0.2, 0.0], [-0.1, 0.3, -0.1], [-0.3, 0.0, -0.2], [-0.7, -3.5, -1.5], [0.2, 0.2, 0.4], [1.0, 5.7, 2.6], [-0.9, 1.0, 0.8], [0.9, -1.2, -0.8], [1.4, 1.2, 0.1], [-1.1, -0.9, 0.1], [0.2, -0.3, 1.2], [-0.4, 0.0, -1.2], [0.1, -0.3, -0.2], [0.3, -0.1, 0.1], [0.3, 0.3, 0.0], [-0.1, 0.4, -0.1], [-0.1, 0.1, -0.1], [-0.2, -0.3, -0.2], [0.1, 0.3, 0.2]]
}